Entry 1:
C4H7N3 | ωB97M-V/def2-TZVPD

Values from the calculation:
ΔE to the lowest compared entry with this formula, charge and spin = 82.0 kcal per mole
Spin multiplicity = 1
Structure (SMILES) = [H]/N=C\N1CCC=N1
HOMO level = -8.444 eV
HOMO-LUMO gap = 9.10 eV

Last column: Mulliken charge in e.
Cartesian coordinates (Å):
C: 0.536 -0.161 2.015  0.052
C: 0.070 -0.745 -0.489  -0.773
C: -0.259 0.340 -1.655  -0.451
C: -0.658 1.611 -0.781  -0.073
H: 1.124 -1.913 1.398  0.252
H: 0.494 0.532 2.872  0.347
H: -0.694 -1.650 -0.258  0.340
H: 1.152 -0.948 -0.622  0.367
H: -1.324 -0.071 -2.002  0.188
H: 0.241 0.331 -2.716  0.364
H: -0.854 2.474 -1.395  0.379
N: 0.891 -1.425 2.329  -0.639
N: -0.085 0.198 0.821  0.422
N: -0.634 1.427 0.482  -0.777

Forces on the atoms, in the same order (eV/Å):
C -1.17 -3.14 0.98
C -0.39 1.71 1.19
C -3.80 -2.16 0.32
C 1.52 -2.60 -1.33
H -1.00 0.41 1.69
H -0.25 0.04 -0.79
H 2.14 2.07 -1.16
H -0.79 -0.78 0.57
H 1.80 1.14 0.47
H -0.03 0.41 2.63
H -0.68 0.61 0.92
N 0.90 3.10 -2.90
N 0.59 -1.57 -2.41
N 1.17 0.74 -0.20

---

Entry 2:
C3H7NO | ωB97M-V/def2-TZVPD

Values from the calculation:
ΔE to the lowest compared entry with this formula, charge and spin = 55.9 kcal per mole
Spin multiplicity = 1
Structure (SMILES) = CNC(C)=O
HOMO level = -8.849 eV
HOMO-LUMO gap = 9.68 eV

Last column: Mulliken charge in e.
Cartesian coordinates (Å):
C: 1.437 1.119 -0.635  -0.926
N: 0.238 0.620 0.082  -0.242
C: -0.150 -0.672 -0.084  0.722
O: 0.449 -1.457 -0.805  -0.643
C: -1.302 -1.061 0.810  -1.031
H: 0.572 1.123 -1.344  0.350
H: 2.113 0.367 -1.023  0.282
H: 1.656 2.169 -0.732  0.381
H: -0.300 1.283 0.597  0.226
H: -0.905 -1.229 1.818  0.261
H: -1.746 -1.987 0.450  0.296
H: -2.062 -0.276 0.868  0.325

Forces on the atoms, in the same order (eV/Å):
C -3.38 -0.30 -3.23
N 0.95 -0.89 3.00
C 0.17 0.13 0.52
O -0.18 0.36 0.14
C -0.19 -0.14 0.01
H 2.36 0.72 -2.96
H 0.17 0.02 0.77
H 0.39 0.17 1.42
H -0.25 -0.06 0.47
H -0.11 -0.01 -0.14
H 0.00 0.09 0.01
H 0.07 -0.11 0.00

---

Entry 3:
C53H51MnN7OS3Sb | ωB97M-V/def2-TZVPD

Values from the calculation:
Spin multiplicity = 5
HOMO level (spin up / spin down) = -11.695 / -12.578 eV
Charge = +2
HOMO-LUMO gap (spin up / spin down) = 6.32 / 6.88 eV

Last column: Löwdin spin population.
Cartesian coordinates (Å):
Mn: 0.194 -0.204 -0.162  3.559
C: -2.023 1.441 2.842  0.010
C: -1.432 0.455 1.891  0.069
N: -1.132 0.776 0.638  -0.060
N: -1.278 1.984 0.139  -0.011
C: -0.598 2.106 -0.979  -0.007
O: 0.083 1.105 -1.444  0.035
C: -0.597 3.399 -1.653  0.000
C: -0.112 3.531 -2.953  -0.001
C: -0.126 4.766 -3.572  0.000
C: -0.605 5.878 -2.898  -0.002
C: -1.073 5.754 -1.599  0.000
C: -1.070 4.524 -0.975  -0.002
C: -1.044 -0.867 2.212  0.005
C: -1.233 -1.476 3.468  0.015
C: -0.841 -2.776 3.656  0.002
C: -0.292 -3.484 2.572  0.018
C: -0.105 -2.831 1.377  0.010
N: -0.416 -1.543 1.186  0.046
H: -2.305 2.334 2.290  0.000
H: -1.293 1.717 3.605  0.003
H: -2.905 1.039 3.338  0.003
H: 0.262 2.656 -3.468  0.000
H: 0.232 4.862 -4.585  0.000
H: -0.624 6.838 -3.389  0.000
H: -1.442 6.620 -1.074  0.000
H: -1.426 4.408 0.036  0.000
H: -1.703 -0.911 4.256  0.001
H: -0.981 -3.261 4.609  0.000
H: -0.045 -4.528 2.664  0.001
H: 0.296 -3.348 0.512  0.001
N: 1.494 0.432 1.148  0.054
S: 2.770 0.231 1.865  0.036
N: 4.111 0.838 1.110  0.006
S: 4.914 0.068 0.022  0.003
N: 4.168 -0.756 -1.070  0.009
S: 2.754 -0.319 -1.788  0.030
N: 1.588 -0.956 -1.128  0.023
C: 2.928 -1.036 -3.431  0.001
C: 3.872 -1.999 -3.741  0.000
C: 3.886 -2.541 -5.019  0.000
C: 2.952 -2.138 -5.962  0.000
C: 1.996 -1.186 -5.635  0.000
C: 1.985 -0.633 -4.366  0.000
C: 3.002 1.472 -2.047  0.007
C: 2.587 2.408 -1.118  0.001
C: 2.802 3.756 -1.367  0.000
C: 3.453 4.155 -2.524  0.001
C: 3.920 3.204 -3.419  0.000
C: 3.691 1.857 -3.184  0.002
C: 5.948 1.300 -0.767  0.001
C: 6.760 0.860 -1.802  0.000
C: 7.544 1.780 -2.475  0.000
C: 7.502 3.120 -2.116  0.000
C: 6.682 3.545 -1.082  0.000
C: 5.896 2.632 -0.397  0.000
C: 6.008 -1.122 0.795  0.001
C: 6.801 -0.704 1.851  0.000
C: 7.623 -1.629 2.472  0.000
C: 7.640 -2.947 2.043  0.000
C: 6.835 -3.350 0.990  0.000
C: 6.013 -2.434 0.358  0.000
C: 2.795 1.110 3.434  0.006
C: 1.892 0.674 4.393  0.002
C: 1.871 1.293 5.632  0.000
C: 2.741 2.343 5.898  0.001
C: 3.624 2.782 4.922  0.000
C: 3.653 2.166 3.680  0.002
C: 3.248 -1.468 2.276  0.005
C: 3.948 -1.755 3.433  0.001
C: 4.314 -3.069 3.688  0.000
C: 3.962 -4.077 2.803  0.000
C: 3.266 -3.773 1.643  0.000
C: 2.918 -2.460 1.370  0.001
H: 4.578 -2.312 -2.989  0.000
H: 4.631 -3.279 -5.276  0.000
H: 2.966 -2.567 -6.952  0.000
H: 1.264 -0.879 -6.368  0.000
H: 1.258 0.114 -4.087  0.000
H: 2.096 2.096 -0.208  0.000
H: 2.446 4.491 -0.660  0.000
H: 3.591 5.205 -2.733  0.000
H: 4.451 3.504 -4.310  0.000
H: 4.044 1.118 -3.887  0.000
H: 6.764 -0.185 -2.071  0.000
H: 8.192 1.452 -3.272  0.000
H: 8.115 3.835 -2.642  0.000
H: 6.658 4.585 -0.800  0.000
H: 5.238 2.934 0.402  0.000
H: 6.772 0.323 2.179  0.000
H: 8.254 -1.321 3.290  0.000
H: 8.281 -3.663 2.535  0.000
H: 6.849 -4.375 0.657  0.000
H: 5.366 -2.709 -0.459  0.000
H: 1.223 -0.142 4.161  0.000
H: 1.186 0.955 6.393  0.000
H: 2.728 2.822 6.865  0.000
H: 4.298 3.598 5.131  0.000
H: 4.327 2.493 2.904  0.000
H: 4.199 -0.972 4.132  0.000
H: 4.867 -3.304 4.584  0.000
H: 4.229 -5.101 3.019  0.000
H: 2.990 -4.553 0.950  0.000
H: 2.400 -2.188 0.460  0.000
C: -3.034 -3.034 -2.089  0.033
Sb: -1.328 -1.694 -1.964  0.058
C: -1.686 -0.600 -3.798  0.009
C: 0.030 -3.189 -2.758  0.005
H: -3.020 -3.508 -3.063  0.003
H: -3.964 -2.490 -1.966  0.000
H: -2.963 -3.797 -1.320  0.000
H: -1.257 -1.139 -4.640  0.001
H: -1.239 0.387 -3.718  0.000
H: -2.759 -0.494 -3.944  0.000
H: 0.008 -3.169 -3.844  0.001
H: -0.291 -4.166 -2.410  0.000
H: 1.037 -2.986 -2.410  0.001

Forces on the atoms, in the same order (eV/Å):
Mn 1.38 -1.91 -0.97
C -0.10 -0.11 -0.26
C -0.34 2.18 -1.72
N -1.24 -0.41 3.03
N -0.76 1.83 -0.09
C -0.27 -0.09 0.18
O -0.42 1.75 -1.34
C 0.00 0.35 -0.22
C -0.09 -0.22 0.17
C 0.05 -0.01 -0.11
C -0.02 -0.04 -0.01
C 0.02 0.13 0.01
C 0.02 -0.20 -0.06
C 0.83 -2.42 0.32
C -0.15 0.93 -0.83
C 0.44 -0.76 -0.70
C -0.46 0.22 0.83
C -0.08 0.38 -0.43
N -1.00 -0.86 2.31
H 0.01 -0.02 0.07
H 0.07 -0.03 0.02
H -0.02 -0.06 0.05
H 0.04 -0.03 -0.05
H 0.04 0.01 -0.12
H 0.01 0.10 -0.04
H -0.05 0.11 0.07
H -0.07 0.04 0.09
H -0.06 0.04 0.10
H -0.02 -0.06 0.09
H 0.10 -0.08 0.00
H 0.09 0.04 0.03
N 2.10 0.29 2.21
S -1.07 0.24 -0.64
N 0.44 0.11 0.07
S -0.39 0.04 0.02
N 0.40 -0.09 0.08
S 0.31 -0.77 0.14
N 1.26 0.03 -1.42
C 0.14 0.26 0.08
C 0.12 0.12 0.25
C -0.07 -0.02 0.03
C 0.06 -0.02 0.06
C 0.00 0.02 0.11
C -0.09 0.09 0.17
C -0.28 -0.41 -0.15
C -0.24 0.11 0.35
C 0.10 -0.18 -0.04
C -0.02 -0.02 0.00
C 0.00 -0.05 0.00
C 0.11 -0.03 -0.27
C -0.13 0.00 0.32
C -0.03 -0.18 0.02
C -0.06 -0.11 0.08
C -0.04 0.03 0.08
C 0.04 -0.08 0.00
C -0.12 -0.10 0.21
C -0.10 -0.02 -0.39
C 0.01 0.19 -0.03
C -0.05 0.12 -0.06
C -0.05 0.00 -0.07
C 0.08 0.05 0.04
C -0.06 0.07 -0.21
C 0.42 -0.27 -0.22
C -0.05 -0.05 -0.12
C -0.01 -0.02 -0.10
C 0.06 0.01 -0.12
C -0.08 0.02 0.03
C 0.12 -0.08 -0.17
C -0.21 0.47 0.12
C 0.09 -0.04 0.18
C -0.02 0.07 0.02
C -0.07 0.00 -0.04
C -0.02 0.12 0.08
C -0.21 0.05 -0.16
H 0.16 -0.04 0.01
H 0.03 -0.08 0.00
H 0.02 -0.03 -0.07
H -0.03 0.05 -0.01
H -0.21 0.13 -0.04
H -0.05 0.05 -0.07
H -0.05 0.04 0.05
H 0.05 0.10 0.00
H 0.02 0.02 -0.05
H 0.04 0.02 -0.10
H 0.08 -0.13 -0.10
H 0.04 -0.05 -0.09
H 0.07 0.07 -0.05
H -0.03 0.12 0.02
H -0.03 0.10 0.07
H 0.04 0.15 0.09
H 0.07 0.08 0.11
H 0.08 -0.07 0.04
H -0.02 -0.14 -0.05
H -0.02 -0.16 -0.08
H -0.07 -0.11 0.06
H -0.08 -0.04 0.05
H 0.00 0.03 0.09
H 0.03 0.09 0.00
H 0.14 0.04 0.01
H 0.08 0.04 0.08
H 0.04 -0.02 0.11
H 0.05 -0.08 0.02
H 0.00 -0.10 -0.09
H 0.00 -0.11 -0.01
C 0.30 0.40 0.08
Sb -0.82 -1.12 -1.46
C 0.09 -0.15 0.34
C -0.16 0.31 0.22
H 0.01 -0.07 -0.17
H -0.12 0.09 0.04
H 0.04 -0.05 0.10
H -0.02 -0.03 0.00
H 0.01 0.05 -0.02
H -0.04 0.00 -0.01
H -0.06 -0.01 -0.08
H -0.06 -0.14 0.02
H 0.07 -0.02 -0.01

---

Entry 4:
C3H8NO2S | ωB97M-V/def2-TZVPD

Values from the calculation:
ΔE to the lowest compared entry with this formula, charge and spin = 57.3 kcal per mole
Spin multiplicity = 1
HOMO level = -13.010 eV
Charge = +1
HOMO-LUMO gap = 8.57 eV

Last column: Mulliken charge in e.
Cartesian coordinates (Å):
C: 0.759 -0.280 0.498  0.649
C: 3.332 0.105 -0.380  -0.823
C: -2.100 0.290 0.055  0.007
N: -2.970 1.265 -0.036  -0.281
O: 1.032 -1.508 0.170  -0.351
O: -2.559 -0.931 0.108  -0.363
S: 1.887 0.930 0.337  0.126
H: 4.049 0.887 -0.617  0.347
H: 3.030 -0.417 -1.282  0.317
H: 3.761 -0.589 0.336  0.326
H: -0.321 0.058 0.609  -0.033
H: -2.662 2.223 -0.066  0.229
H: -3.979 1.112 -0.060  0.184
H: 0.275 -2.112 0.266  0.396
H: -3.533 -1.031 0.062  0.269

Forces on the atoms, in the same order (eV/Å):
C 0.06 -0.02 -0.82
C -0.12 -0.10 0.14
C 0.71 0.90 0.18
N -0.62 -0.21 -0.04
O 0.18 0.30 0.27
O -0.63 -0.72 -0.04
S 0.00 -0.26 0.04
H -0.05 0.05 0.03
H -0.01 0.00 -0.05
H 0.02 -0.02 0.04
H 0.33 -0.17 0.29
H 0.05 -0.12 -0.01
H 0.10 0.10 -0.04
H -0.11 0.21 0.00
H 0.08 0.05 -0.01

---

Entry 5:
C14H18ClN10O4Ru | ωB97M-V/def2-TZVPD

Values from the calculation:
Spin multiplicity = 1
HOMO level (spin up / spin down) = -5.797 / -5.823 eV
Charge = -1
HOMO-LUMO gap (spin up / spin down) = 6.73 / 6.72 eV

Last column: Mulliken charge in e.
Cartesian coordinates (Å):
Ru: 0.681 1.257 -1.013  1.237
O: 2.562 -1.540 -1.241  -0.617
Cl: 2.533 -0.864 -2.501  1.804
O: 3.797 -0.884 -3.149  -0.685
O: 2.235 0.591 -2.234  -0.790
O: 1.498 -1.380 -3.339  -0.636
N: 0.183 4.562 -0.528  -0.137
C: 1.448 4.086 -0.270  0.451
N: 2.475 4.842 0.046  -0.517
N: 3.494 3.964 0.223  -0.560
N: 3.113 2.762 0.021  -0.476
N: 1.791 2.786 -0.304  0.483
C: -0.935 3.763 -0.485  0.201
N: -2.170 4.199 -0.345  -0.558
N: -2.919 3.077 -0.328  -0.645
N: -2.194 2.028 -0.453  -0.036
N: -0.900 2.429 -0.562  0.061
H: 0.042 5.553 -0.427  0.262
C: 2.603 -1.102 2.564  -2.099
C: 1.491 -0.497 1.714  1.563
C: 0.854 0.699 2.435  -1.427
C: 0.425 -1.489 1.314  0.079
C: 0.168 -2.620 2.066  -0.608
C: -0.841 -3.501 1.705  -1.050
C: -1.614 -3.258 0.585  -0.857
C: -1.418 -2.145 -0.220  0.328
C: -2.402 -1.951 -1.361  0.519
C: -3.661 -1.262 -0.816  -1.226
C: -1.916 -1.236 -2.620  -1.558
C: -0.373 -1.260 0.150  0.425
N: -0.087 -0.191 -0.634  0.215
H: 3.406 -0.373 2.677  0.468
H: 3.020 -1.994 2.095  0.446
H: 2.254 -1.363 3.567  0.356
H: 1.963 -0.134 0.797  0.018
H: 0.492 0.393 3.420  0.378
H: 0.009 1.107 1.879  0.320
H: 1.588 1.497 2.567  0.348
H: 0.769 -2.826 2.940  0.317
H: -1.021 -4.387 2.303  0.381
H: -2.403 -3.952 0.318  0.402
H: -2.678 -2.968 -1.658  0.398
H: -3.415 -0.258 -0.466  0.257
H: -4.098 -1.825 0.011  0.370
H: -4.408 -1.172 -1.607  0.403
H: -1.839 -0.163 -2.462  0.204
H: -2.651 -1.400 -3.412  0.476
H: -0.950 -1.604 -2.962  0.313

Forces on the atoms, in the same order (eV/Å):
Ru -1.09 -0.63 -0.54
O 0.01 -0.10 0.05
Cl 0.05 0.20 0.06
O 0.02 -0.03 -0.05
O 0.38 -0.01 0.22
O -0.06 -0.05 -0.03
N 0.04 0.05 -0.11
C -0.04 -0.06 0.17
N -0.03 0.00 0.01
N -0.02 -0.03 0.01
N 0.05 -0.02 -0.07
N 0.10 0.07 -0.13
C -0.02 -0.25 0.26
N -0.01 0.02 -0.04
N -0.09 0.01 0.04
N 0.06 0.06 -0.16
N 0.18 0.49 0.15
H 0.00 -0.01 0.06
C 0.01 -0.01 0.01
C 0.07 0.01 -0.02
C -0.04 -0.01 0.02
C -0.15 0.18 -0.24
C 0.04 -0.07 0.04
C 0.02 0.07 -0.05
C -0.08 -0.10 0.03
C 0.20 0.23 -0.09
C 0.00 0.00 -0.02
C 0.01 0.01 0.02
C 0.01 0.01 -0.01
C 0.04 -0.47 0.74
N 0.35 0.43 -0.33
H -0.02 0.01 -0.01
H 0.01 0.00 -0.01
H 0.00 -0.01 0.01
H -0.04 0.00 0.01
H 0.00 -0.01 0.01
H 0.02 0.01 -0.01
H 0.01 -0.02 -0.01
H 0.00 0.00 0.00
H -0.01 0.00 0.00
H 0.01 0.00 0.01
H -0.02 0.01 0.01
H 0.00 0.02 -0.01
H 0.00 0.00 0.00
H 0.01 -0.01 0.00
H 0.00 0.01 -0.01
H 0.01 -0.03 0.01
H 0.02 0.02 0.01

---

Values for max |F|, eV Å⁻¹, ordered as above
4.4 4.7 3.3 1.2 1.4